The following is a DFT calculation (wB97M-V/def2-TZVPD) of the molecule C4H4ClF.

Summary:
SMILES ... C=C(F)C(=C)Cl
Frontier orbital gap ... 0.371 hartree
Spin multiplicity ... 1
HOMO ... -9.79 eV
DFT total energy ... -19449.980 eV
Lowest unoccupied orbital energy ... 0.31 eV

Atoms and positions in Å:
C 0.19342 0.49372 0.04026
C 0.40631 1.65782 0.64359
C -1.02727 -0.19979 -0.06170
C -1.82812 0.57334 -0.76333
H -0.38925 2.26386 1.09225
H 1.22563 2.39531 0.49003
H -1.45288 1.61040 -1.12790
H -2.84639 0.17615 -0.86587
F -1.28246 -1.40649 0.62888
Cl 1.67876 -0.52576 -0.25890